Entry from the OMol25 dataset: 2 unconnected molecules or ions with the total composition C5H7NO (wB97M-V/def2-TZVPD).

Positions of all 14 atoms, in Å:
C -1.957 -0.120 -0.194
C -0.876 -0.784 0.330
C 1.103 0.157 -0.216
C 2.199 -0.149 0.678
O 2.005 -0.813 -0.586
C 0.587 1.218 -0.901
N -0.398 1.809 -1.281
H -1.258 1.154 -0.933
H -2.575 0.508 0.444
H -2.427 -0.479 -1.107
H -0.630 -0.675 1.384
H -0.467 -1.662 -0.161
H 3.068 0.505 0.718
H 2.010 -0.767 1.554

Computed properties:
Energy in Ha: -324.5328
SMILES: N=C=C1CO1.C=C
HOMO level in eV: -8.855



Entry from the OMol25 dataset: a single C5H7NO molecule (wB97M-V/def2-TZVPD).

Positions of all 14 atoms, in Å:
C -0.501 -0.822 1.198
C 0.342 -0.691 -0.082
C 0.232 0.645 -0.858
C -1.061 1.426 -0.822
O -2.090 1.120 -0.271
C 1.762 -0.867 0.274
N 2.873 -0.932 0.593
H -0.270 -0.017 1.903
H -0.278 -1.778 1.680
H -1.563 -0.778 0.958
H 0.074 -1.513 -0.756
H 1.008 1.344 -0.520
H 0.460 0.478 -1.920
H -0.988 2.386 -1.377

Computed properties:
Energy in Ha: -324.6908
SMILES: C[C@H](C#N)CC=O
HOMO level in eV: -10.335



Entry from the OMol25 dataset: a single C5H7NO molecule (wB97M-V/def2-TZVPD).

Positions of all 14 atoms, in Å:
C -1.708 0.309 -0.132
C -0.340 -0.642 0.260
N 0.592 -1.454 1.131
C 0.755 -0.005 1.036
C 1.236 0.631 -0.292
C 0.231 -0.273 -1.028
O -0.025 -0.609 -2.156
H -1.604 1.034 -1.001
H -1.899 0.938 0.726
H -2.529 -0.325 -0.436
H 1.305 -2.040 0.658
H 0.602 0.511 1.988
H 2.218 0.405 -0.669
H 1.030 1.712 -0.288

Computed properties:
Energy in Ha: -324.5427
SMILES: C[C@]12N[C@H]1CC2=O
HOMO level in eV: -8.693



Entry from the OMol25 dataset: a single C5H7NO molecule (wB97M-V/def2-TZVPD).

Positions of all 14 atoms, in Å:
C -1.049 -1.021 0.428
C -0.520 0.366 0.033
C 0.847 0.296 -0.705
C 1.984 0.061 0.335
O 1.640 0.131 1.531
C -1.509 1.065 -0.806
N -2.285 1.602 -1.476
H -1.999 -0.942 0.965
H -0.325 -1.514 1.080
H -1.210 -1.641 -0.460
H -0.386 0.960 0.944
H 0.817 -0.477 -1.482
H 1.042 1.240 -1.228
H 2.944 -0.107 0.904

Computed properties:
Energy in Ha: -324.6081
SMILES: C[C@H](C#N)CC=O
HOMO level in eV: -9.663



Entry from the OMol25 dataset: a single C5H7NO molecule (wB97M-V/def2-TZVPD).

Positions of all 14 atoms, in Å:
C -1.666 -0.922 -0.251
N -1.789 0.506 -0.439
C -0.498 0.007 -0.139
C 0.724 0.030 1.028
C 1.700 -0.267 -0.128
C 0.726 0.778 -0.616
O 0.792 1.444 0.694
H -1.873 -1.289 0.761
H -1.984 -1.596 -1.047
H -2.353 1.140 0.109
H 1.042 -0.213 2.062
H 1.701 -1.243 -0.620
H 2.696 0.150 0.031
H 0.782 1.475 -1.445

Computed properties:
Energy in Ha: -324.5176
HOMO level in eV: -9.179



Entry from the OMol25 dataset: a molecular structure, C5H7NO (wB97M-V/def2-TZVPD).

Positions of all 14 atoms, in Å:
C -1.908 0.239 -0.271
C -0.320 -0.496 0.368
N 0.637 -1.379 1.052
C 0.793 0.121 1.107
C 1.466 0.713 -0.113
C 0.031 -0.225 -0.977
O -0.171 -0.830 -1.991
H -1.881 0.981 -1.113
H -2.107 0.744 0.647
H -2.667 -0.487 -0.575
H 1.248 -1.776 0.323
H 0.826 0.555 2.116
H 2.229 0.083 -0.562
H 1.823 1.757 -0.012

Computed properties:
Energy in Ha: -324.4698
HOMO level in eV: -8.040



Entry from the OMol25 dataset: a single C5H7NO molecule (wB97M-V/def2-TZVPD).

Positions of all 14 atoms, in Å:
C -1.575 -1.370 -1.078
C -0.282 -0.676 -0.719
C -0.321 0.498 -0.036
C 0.934 0.847 0.520
N 0.950 1.857 1.463
C 1.881 0.062 -0.100
O 0.945 -1.115 -0.897
H -1.672 -1.616 -2.135
H -2.392 -0.688 -0.803
H -1.728 -2.288 -0.496
H -1.178 1.131 0.049
H 0.068 1.992 1.941
H 1.764 2.090 2.008
H 2.535 -0.667 0.303

Computed properties:
Energy in Ha: -324.6336
SMILES: Cc1cc(N)co1
HOMO level in eV: -8.266



Entry from the OMol25 dataset: a single C5H7NO molecule (wB97M-V/def2-TZVPD).

Positions of all 14 atoms, in Å:
O -1.525 -2.061 0.554
C -0.955 -1.013 0.326
C -1.119 -0.205 -0.938
C 0.166 0.480 -1.322
C 1.147 0.703 -0.450
C 1.047 0.322 0.997
N -0.220 -0.323 1.263
H -1.881 0.550 -0.685
H -1.534 -0.830 -1.729
H 0.274 0.795 -2.355
H 2.077 1.170 -0.764
H 1.141 1.211 1.634
H 1.891 -0.338 1.266
H -0.510 -0.460 2.204

Computed properties:
Energy in Ha: -324.7072
SMILES: O=C1CC=CCN1
HOMO level in eV: -9.290



Entry from the OMol25 dataset: a molecular structure, C5H7NO (wB97M-V/def2-TZVPD).

Positions of all 14 atoms, in Å:
C -1.731 -0.389 0.523
C -0.556 -0.045 -0.388
C -0.475 1.391 -0.702
N -0.351 2.516 -0.949
C 0.780 -0.653 0.100
O 0.838 -1.773 0.570
C 1.943 0.156 -0.130
H -1.704 0.198 1.447
H -2.680 -0.197 0.017
H -1.658 -1.448 0.777
H -0.651 -0.583 -1.335
H 2.904 -0.291 0.136
H 1.215 0.444 0.990
H 2.005 0.759 -1.064

Computed properties:
Energy in Ha: -324.6267
HOMO level in eV: -9.885